C3H3ClO2 | wB97M-V/def2-TZVPD

```
9
Properties=species:S:1:pos:R:3:nbo_charge:R:1
C 1.186 0.193 -0.018 -0.829
C 1.927 -0.856 -0.106 0.721
O 2.569 -1.797 -0.368 -0.451
H 0.455 0.501 -0.783 0.285
H 1.448 1.078 0.623 0.275
O -1.577 1.380 -0.335 -0.507
C -1.808 0.343 0.190 0.360
Cl -2.510 -1.013 -0.611 -0.018
H -1.690 0.171 1.406 0.164
```

Values from the calculation:
LUMO = 0.51 eV
SMILES = C=C=O.O=CCl
gap between HOMO and LUMO = 10.059 eV
calculated total energy = -19775.1300 eV
ΔE to the lowest compared entry with this formula, charge and spin = 1.559 eV